Molecular formula: C6H14AlF5NO3S
Method: DFT, ωB97M-V/def2-TZVPD

Output
Energy ... -45103.78284 eV

```
! RIJCOSX wB97M-V def2-TZVPD def2/J DEFGRID3
* xyz -1 1
O 4.082 -2.086 2.303
C -2.396 1.249 -2.091
H 0.409 -0.655 -1.025
O -1.278 4.196 -0.618
O -0.949 2.638 1.310
H 2.120 -1.013 -1.066
H -0.372 -2.009 2.271
H -1.397 -3.475 0.742
H 1.788 -1.460 1.525
C -1.328 -2.443 0.391
F -1.644 1.994 -2.900
F -3.518 2.687 -0.630
F -1.874 0.019 -2.055
H -1.012 -2.460 -0.654
H -2.332 -2.016 0.406
H 1.273 0.739 1.052
C -0.351 -1.631 1.246
N 1.660 0.660 0.116
H 4.212 -1.469 3.029
Al 1.282 2.145 -0.894
C 1.088 -1.678 0.719
F -2.671 0.862 0.206
S -0.907 2.877 -0.129
H 4.881 -2.017 1.772
H 1.230 1.842 -2.465
C 1.319 -0.670 -0.403
H -0.689 -0.592 1.287
C -2.455 1.862 -0.674
H 1.308 -2.698 0.386
H 2.132 3.446 -0.517
F -3.613 1.155 -2.643
*
```